Computed, not measured: 10 unconnected molecules or ions with the total composition C53H97Br2F3N3O11P2S at a distorted geometry, with ωB97M-V/def2-TZVPD.

Last columns: bonded neighbours and bond lengths (Å).
Geometry (Å):
1 C 8.566 -5.115 0.992  O2 1.501, H40 1.186, H41 1.194, H42 1.178
2 O 7.642 -5.490 2.114  C1 1.501, C3 1.491
3 C 7.179 -4.159 2.602  O2 1.491, C4 1.649, H43 1.189, H44 1.193
4 C 5.668 -4.191 3.262  C3 1.649, C5 1.674, H45 1.189, H46 1.193
5 C 4.720 -2.911 2.749  C4 1.674, C6 1.633, H47 1.194, H48 1.193
6 C 3.305 -3.431 2.120  C5 1.633, C7 1.676, H49 1.194, H50 1.170
7 C 2.198 -2.207 1.829  C6 1.676, N8 1.506, H51 1.166, H52 1.182
8 N 2.597 -1.434 0.600  C7 1.506, C9 1.509, C36 1.551, H53 1.070
9 C 1.936 -1.659 -0.738  N8 1.509, C10 1.601, P17 1.950, C19 1.682
10 C 0.386 -1.437 -1.075  C9 1.601, C11 1.633, H54 1.196, H55 1.197
11 C -0.735 -1.731 0.075  C10 1.633, C12 1.673, H56 1.195, H57 1.183
12 C -1.402 -3.263 -0.008  C11 1.673, F13 1.512, C14 1.502
13 F -1.550 -4.007 -1.315  C12 1.512
14 C -1.865 -4.022 1.202  C12 1.502, F15 1.483, F16 1.480
15 F -1.102 -5.216 1.641  C14 1.483
16 F -3.097 -3.579 1.891  C14 1.480
17 P 2.379 -3.412 -1.468  C9 1.950, N18 1.611, H58 1.470, H59 1.470
18 N 1.726 -4.642 -0.658  P17 1.611, H60 1.040
19 C 2.958 -0.674 -1.640  C9 1.682, C20 1.634, C22 1.681, H61 1.195
20 C 2.310 -0.437 -3.122  C19 1.634, N21 1.543, H62 1.190, H63 1.194
21 N 3.393 -0.146 -4.181  C20 1.543, H64 1.043, H65 1.048
22 C 3.541 0.620 -0.741  C19 1.681, C23 1.624, C31 1.629, C36 1.667
23 C 2.976 1.948 -1.485  C22 1.624, C24 1.634, H66 1.197, H67 1.192
24 C 3.391 3.423 -0.919  C23 1.634, C25 1.647, C29 1.676
25 C 2.757 4.196 0.391  C24 1.647, C26 1.665, H68 1.165
26 C 3.244 5.686 0.951  C25 1.665, C27 1.641, H69 1.190
27 C 4.434 6.530 0.201  C26 1.641, C28 1.645, H70 1.191
28 C 5.067 5.823 -1.143  C27 1.645, C29 1.674, H71 1.194
29 C 4.573 4.323 -1.696  C24 1.676, C28 1.674, C30 1.647
30 C 5.359 3.859 -3.067  C29 1.647, H72 1.194, H73 1.194, H74 1.169
31 C 5.155 0.761 -0.911  C22 1.629, Br32 2.040, C33 1.634, H75 1.195
32 Br 6.115 1.940 0.451  C31 2.040, Br35 2.855
33 C 6.054 -0.602 -0.845  C31 1.634, C34 1.673, Br35 2.028, H76 1.167
34 C 6.774 -0.864 -2.332  C33 1.673, H77 1.192, H78 1.172, H79 1.178
35 Br 7.595 -0.502 0.469  Br32 2.855, C33 2.028
36 C 2.889 0.086 0.696  N8 1.551, C22 1.667, O37 1.505, P38 1.881
37 O 3.849 0.046 1.854  C36 1.505, H80 0.998
38 P 1.437 0.929 1.544  C36 1.881, S39 1.920, H81 1.472, H82 1.472
39 S 0.003 1.650 0.491  P38 1.920
40 H 7.977 -4.734 0.036  C1 1.186
41 H 9.287 -4.217 1.309  C1 1.194
42 H 9.278 -6.003 0.689  C1 1.178
43 H 7.271 -3.440 1.660  C3 1.189
44 H 7.927 -3.700 3.411  C3 1.193
45 H 5.766 -4.224 4.446  C4 1.189
46 H 5.117 -5.159 2.833  C4 1.193
47 H 5.340 -2.448 1.840  C5 1.194
48 H 4.590 -2.121 3.632  C5 1.193
49 H 2.785 -4.092 2.967  C6 1.194
50 H 3.541 -4.065 1.165  C6 1.170
51 H 2.140 -1.609 2.829  C7 1.166
52 H 1.177 -2.797 1.748  C7 1.182
53 H 3.574 -1.829 0.415  N8 1.070
54 H 0.086 -0.372 -1.526  C10 1.196
55 H 0.122 -2.187 -1.970  C10 1.197
56 H -1.668 -1.019 -0.150  C11 1.195
57 H -0.415 -1.439 1.176  C11 1.183
58 H 3.832 -3.632 -1.430  P17 1.470
59 H 1.870 -3.523 -2.842  P17 1.470
60 H 1.191 -4.252 0.144  N18 1.040
61 H 3.755 -1.515 -1.936  C19 1.195
62 H 1.428 0.360 -3.156  C20 1.190
63 H 1.801 -1.449 -3.501  C20 1.194
64 H 2.955 0.205 -5.061  N21 1.043
65 H 3.865 -1.064 -4.363  N21 1.048
66 H 3.458 1.950 -2.581  C23 1.197
67 H 1.805 1.945 -1.710  C23 1.192
68 H 1.896 3.713 1.009  C25 1.165
69 H 2.765 6.185 1.921  C26 1.190
70 H 4.829 7.587 0.584  C27 1.191
71 H 5.905 6.448 -1.719  C28 1.194
72 H 5.820 4.815 -3.614  C30 1.194
73 H 4.502 3.473 -3.803  C30 1.194
74 H 6.209 3.073 -2.904  C30 1.169
75 H 5.426 1.273 -1.956  C31 1.195
76 H 5.477 -1.587 -0.605  C33 1.167
77 H 6.022 -1.406 -3.081  C34 1.192
78 H 7.218 0.115 -2.799  C34 1.172
79 H 7.635 -1.644 -2.138  C34 1.178
80 H 4.708 -0.383 1.583  O37 0.998
81 H 0.790 0.072 2.552  P38 1.472
82 H 2.004 2.016 2.358  P38 1.472
83 C -0.176 5.824 -2.231  C84 1.505, H87 1.095, H88 1.093, H89 1.093
84 C 1.164 5.694 -2.905  C83 1.505, O85 1.230, C86 1.505
85 O 1.688 4.595 -3.078  C84 1.230
86 C 1.837 6.961 -3.361  C84 1.505, H90 1.093, H91 1.093, H92 1.095
87 H -0.542 4.829 -1.957  C83 1.095
88 H -0.078 6.423 -1.323  C83 1.093
89 H -0.893 6.284 -2.915  C83 1.093
90 H 2.024 7.611 -2.502  C86 1.093
91 H 1.209 7.472 -4.095  C86 1.093
92 H 2.795 6.715 -3.830  C86 1.095
93 C -5.268 4.035 -0.163  C94 1.505, H97 1.095, H98 1.093, H99 1.093
94 C -3.789 3.919 0.090  C93 1.505, O95 1.230, C96 1.505
95 O -2.968 4.390 -0.695  C94 1.230
96 C -3.353 3.203 1.340  C94 1.505, H100 1.093, H101 1.093, H102 1.095
97 H -5.435 4.575 -1.101  C93 1.095
98 H -5.710 3.039 -0.250  C93 1.093
99 H -5.741 4.592 0.650  C93 1.093
100 H -3.709 2.170 1.321  C96 1.093
101 H -3.740 3.723 2.220  C96 1.093
102 H -2.259 3.196 1.391  C96 1.095
103 C -0.916 -0.755 -7.348  C104 1.505, H107 1.095, H108 1.093, H109 1.093
104 C 0.048 0.180 -6.668  C103 1.505, O105 1.230, C106 1.505
105 O 1.232 -0.118 -6.524  C104 1.230
106 C -0.493 1.494 -6.172  C104 1.505, H110 1.093, H111 1.093, H112 1.095
107 H -0.386 -1.663 -7.653  C103 1.095
108 H -1.715 -1.032 -6.656  C103 1.093
109 H -1.333 -0.277 -8.238  C103 1.093
110 H -1.274 1.318 -5.428  C106 1.093
111 H -0.891 2.073 -7.010  C106 1.093
112 H 0.315 2.066 -5.704  C106 1.095
113 C -5.640 0.732 -8.220  C114 1.505, H117 1.095, H118 1.093, H119 1.093
114 C -4.561 -0.165 -7.677  C113 1.505, O115 1.230, C116 1.505
115 O -3.594 -0.490 -8.365  C114 1.230
116 C -4.709 -0.650 -6.260  C114 1.505, H120 1.093, H121 1.093, H122 1.095
117 H -5.401 1.003 -9.254  C113 1.095
118 H -6.599 0.208 -8.209  C113 1.093
119 H -5.699 1.646 -7.624  C113 1.093
120 H -5.626 -1.235 -6.161  C116 1.093
121 H -4.726 0.203 -5.576  C116 1.093
122 H -3.857 -1.288 -6.003  C116 1.095
123 C -4.062 2.689 6.301  C124 1.505, H127 1.095, H128 1.093, H129 1.093
124 C -3.372 3.676 5.398  C123 1.505, O125 1.230, C126 1.505
125 O -3.718 3.821 4.227  C124 1.230
126 C -2.241 4.479 5.984  C124 1.505, H130 1.093, H131 1.093, H132 1.095
127 H -4.857 2.182 5.744  C123 1.095
128 H -3.346 1.940 6.649  C123 1.093
129 H -4.509 3.212 7.150  C123 1.093
130 H -1.444 3.810 6.318  C126 1.093
131 H -2.607 5.081 6.819  C126 1.093
132 H -1.837 5.150 5.218  C126 1.095
133 C -7.287 -6.791 3.652  C134 1.505, H137 1.095, H138 1.093, H139 1.093
134 C -6.774 -5.460 3.173  C133 1.505, O135 1.230, C136 1.505
135 O -7.326 -4.409 3.495  C134 1.230
136 C -5.559 -5.463 2.284  C134 1.505, H140 1.093, H141 1.093, H142 1.095
137 H -8.167 -6.635 4.285  C133 1.095
138 H -7.575 -7.408 2.798  C133 1.093
139 H -6.517 -7.295 4.243  C133 1.093
140 H -5.771 -6.021 1.368  C136 1.093
141 H -4.713 -5.908 2.813  C136 1.093
142 H -5.303 -4.433 2.016  C136 1.095
143 C -7.990 5.818 6.814  C144 1.505, H147 1.095, H148 1.093, H149 1.093
144 C -6.635 5.258 6.474  C143 1.505, O145 1.230, C146 1.505
145 O -6.167 4.299 7.087  C144 1.230
146 C -5.873 5.916 5.354  C144 1.505, H150 1.093, H151 1.093, H152 1.095
147 H -8.422 5.244 7.641  C143 1.095
148 H -7.893 6.861 7.125  C143 1.093
149 H -8.653 5.738 5.949  C143 1.093
150 H -5.682 6.963 5.600  C146 1.093
151 H -6.442 5.840 4.424  C146 1.093
152 H -4.913 5.406 5.220  C146 1.095
153 C 2.855 -7.192 -2.582  C154 1.505, H157 1.095, H158 1.093, H159 1.093
154 C 4.242 -7.672 -2.249  C153 1.505, O155 1.230, C156 1.505
155 O 5.238 -7.046 -2.609  C154 1.230
156 C 4.365 -8.946 -1.458  C154 1.505, H160 1.093, H161 1.093, H162 1.095
157 H 2.921 -6.262 -3.155  C153 1.095
158 H 2.339 -7.941 -3.188  C153 1.093
159 H 2.298 -6.998 -1.662  C153 1.093
160 H 3.916 -9.773 -2.014  C156 1.093
161 H 3.875 -8.830 -0.487  C156 1.093
162 H 5.424 -9.170 -1.291  C156 1.095
163 C -7.605 -0.018 5.794  C164 1.505, H167 1.095, H168 1.093, H169 1.093
164 C -7.740 0.576 4.418  C163 1.505, O165 1.230, C166 1.505
165 O -7.917 1.783 4.258  C164 1.230
166 C -7.652 -0.363 3.245  C164 1.505, H170 1.093, H171 1.093, H172 1.095
167 H -7.689 0.777 6.542  C163 1.095
168 H -8.403 -0.745 5.965  C163 1.093
169 H -6.627 -0.494 5.898  C163 1.093
170 H -8.452 -1.105 3.302  C166 1.093
171 H -6.676 -0.855 3.235  C166 1.093
172 H -7.767 0.205 2.315  C166 1.095

Properties
HOMO energy (eV): -9.93
Orbital gap (eV): 6.1
Total charge: +1
Energy above the lowest of the compared OMol25 structures with the same formula, charge and spin (kcal per mole): 485.0
E (eV): -261144.62389